{"formula": "C43H41N5P2SSbSe4Ti", "method": "ωB97M-V with the def2-TZVPD basis set", "multiplicity": 2, "s_squared": 0.76, "max_force_ha_per_bohr": 0.067, "homo_ev": [-1.446, -1.490], "total_energy_ev": -373161.7023, "charge": -2, "species": ["Ti", "C", "C", "N", "C", "S", "N", "N", "C", "C", "C", "C", "C", "C", "C", "N", "H", "H", "H", "H", "H", "H", "H", "H", "H", "H", "H", "H", "H", "Se", "Sb", "Se", "Se", "Se", "C", "N", "P", "C", "C", "C", "C", "C", "C", "C", "C", "C", "C", "C", "C", "P", "C", "C", "C", "C", "C", "C", "C", "C", "C", "C", "C", "C", "H", "H", "H", "H", "H", "H", "H", "H", "H", "H", "H", "H", "H", "H", "H", "H", "H", "H", "H", "H", "H", "H", "H", "C", "C", "C", "C", "C", "C", "C", "C", "H", "H", "H", "H", "H"], "xyz": [[-1.2009, -1.0796, 0.0463], [-2.7286, 3.2545, 4.3615], [-1.9148, 3.5668, 3.1025], [-0.8925, 2.5954, 2.7996], [-1.1947, 1.4509, 2.0976], [-0.0328, 0.1821, 2.1412], [-2.3183, 1.3743, 1.4667], [-2.5596, 0.2191, 0.8018], [-3.8309, -0.1264, 0.6747], [-4.9279, 0.6224, 1.3748], [-4.0891, -1.2231, -0.1734], [-5.3863, -1.6963, -0.4700], [-5.5546, -2.6463, -1.4395], [-4.4286, -3.1035, -2.1354], [-3.1840, -2.6529, -1.7546], [-2.9823, -1.7705, -0.7769], [-3.4953, 4.0141, 4.5051], [-3.2066, 2.2834, 4.2599], [-2.0887, 3.2246, 5.2412], [-2.5791, 3.6032, 2.2369], [-1.4250, 4.5418, 3.2064], [-0.1979, 2.4422, 3.5198], [-4.4776, 1.4371, 1.9373], [-5.6479, 1.0390, 0.6690], [-5.4542, -0.0450, 2.0570], [-6.2279, -1.3003, 0.0798], [-6.5326, -3.0406, -1.6714], [-4.5043, -3.8533, -2.9036], [-2.3015, -3.0453, -2.2610], [0.4781, -5.7024, 1.7268], [-1.0022, -4.2748, 0.4395], [-1.9448, -2.5322, 2.0087], [0.1498, -2.7478, -1.2910], [-2.6660, -5.7153, -0.6129], [3.2332, 0.7245, 1.7135], [2.6023, -0.1297, 0.7321], [2.1376, -1.7766, 1.0787], [3.5095, -2.6286, 0.2011], [4.6224, -1.9915, -0.3373], [5.5759, -2.7258, -1.0199], [5.4171, -4.0917, -1.1870], [4.3116, -4.7303, -0.6507], [3.3618, -4.0016, 0.0378], [2.7056, -2.0917, 2.8014], [1.7030, -2.4624, 3.6891], [1.9966, -2.7273, 5.0135], [3.3007, -2.6266, 5.4602], [4.3115, -2.2979, 4.5713], [4.0228, -2.0418, 3.2433], [1.3461, 0.2693, -0.4001], [2.5234, 0.3515, -1.8450], [2.3062, -0.3364, -3.0275], [3.2234, -0.2636, -4.0644], [4.3765, 0.4865, -3.9242], [4.6064, 1.1765, -2.7447], [3.6852, 1.1105, -1.7187], [1.0507, 2.0852, -0.4627], [1.0595, 2.9474, 0.6248], [0.6550, 4.2638, 0.4863], [0.2076, 4.7353, -0.7334], [0.1953, 3.8872, -1.8296], [0.6156, 2.5794, -1.6959], [4.2297, 0.3356, 1.9422], [3.3439, 1.7315, 1.3078], [2.6675, 0.7839, 2.6509], [4.7431, -0.9201, -0.2417], [6.4404, -2.2268, -1.4422], [6.1609, -4.6544, -1.7373], [4.1679, -5.7930, -0.7788], [2.4983, -4.5062, 0.4531], [0.6812, -2.5518, 3.3405], [1.2099, -3.0164, 5.6938], [3.5312, -2.8146, 6.5017], [5.3350, -2.2489, 4.9197], [4.8186, -1.8195, 2.5443], [1.4125, -0.9362, -3.1459], [3.0443, -0.8048, -4.9840], [5.0961, 0.5345, -4.7321], [5.5115, 1.7604, -2.6244], [3.8722, 1.6561, -0.8044], [1.3614, 2.5930, 1.5965], [0.6754, 4.9229, 1.3448], [-0.1389, 5.7569, -0.8301], [-0.1562, 4.2460, -2.7897], [0.5943, 1.9212, -2.5547], [-1.3171, 0.1821, -1.6416], [-2.0823, 0.8655, -2.3065], [-3.0300, 1.6511, -3.0030], [-4.3509, 1.6373, -2.5369], [-5.3248, 2.3988, -3.1441], [-5.0083, 3.1892, -4.2377], [-3.7071, 3.2043, -4.7146], [-2.7233, 2.4463, -4.1104], [-4.5840, 1.0158, -1.6839], [-6.3382, 2.3905, -2.7656], [-5.7732, 3.7911, -4.7117], [-3.4674, 3.8274, -5.5675], [-1.7087, 2.4620, -4.4864]], "mulliken_spin": [1.1010, 0.0003, -0.0005, -0.0012, 0.0017, -0.0116, -0.0032, -0.0067, -0.0122, 0.0035, 0.0318, -0.0048, 0.0090, -0.0061, 0.0298, -0.0378, 0.0001, 0.0000, 0.0000, 0.0000, 0.0001, 0.0005, -0.0006, 0.0002, -0.0001, 0.0003, 0.0007, -0.0002, -0.0008, 0.0009, -0.0215, -0.0108, -0.0017, 0.0040, -0.0001, 0.0150, -0.0467, 0.0108, 0.0030, -0.0008, 0.0018, -0.0019, -0.0016, 0.0001, 0.0040, -0.0008, 0.0001, 0.0002, -0.0001, -0.0135, 0.0099, 0.0025, 0.0000, 0.0000, 0.0000, 0.0010, -0.0296, 0.0024, -0.0002, -0.0003, 0.0013, 0.0078, 0.0004, 0.0003, 0.0000, -0.0001, -0.0001, 0.0002, 0.0000, 0.0011, -0.0001, 0.0003, 0.0000, -0.0001, 0.0000, 0.0005, 0.0000, 0.0000, 0.0000, -0.0002, 0.0003, 0.0001, 0.0000, 0.0000, -0.0004, -0.0484, 0.0040, -0.0012, 0.0031, -0.0043, 0.0069, -0.0038, 0.0085, 0.0039, -0.0003, 0.0007, -0.0002, 0.0010]}



{"formula": "C43H42BrClINO5RuS3", "method": "ωB97M-V with the def2-TZVPD basis set", "multiplicity": 2, "s_squared": 1.03, "max_force_ha_per_bohr": 0.057, "homo_ev": [-9.821, -9.850], "total_energy_ev": -182744.3140, "charge": 1, "species": ["Ru", "C", "O", "C", "C", "C", "C", "C", "C", "O", "C", "O", "C", "H", "H", "H", "H", "H", "H", "H", "H", "H", "O", "S", "C", "C", "C", "C", "S", "O", "C", "C", "C", "C", "C", "C", "C", "C", "C", "C", "C", "C", "H", "H", "H", "H", "H", "H", "H", "H", "H", "H", "H", "H", "H", "H", "H", "H", "H", "H", "Br", "C", "C", "C", "C", "C", "C", "I", "H", "H", "H", "H", "N", "S", "C", "C", "C", "C", "C", "C", "C", "C", "C", "C", "C", "C", "H", "H", "H", "H", "H", "H", "H", "H", "H", "H", "H", "Cl"], "xyz": [[-0.1740, 0.6921, 0.4024], [3.1570, -5.6996, 1.7938], [1.8184, -5.9906, 1.4738], [0.9574, -4.9825, 1.2468], [-0.3533, -5.4024, 0.9222], [-1.3186, -4.4790, 0.6432], [-1.0506, -3.1008, 0.6355], [-2.0345, -2.1499, 0.2025], [-3.5058, -2.4456, 0.3131], [-1.7177, -1.0454, -0.2728], [0.2765, -2.6396, 0.9938], [0.5987, -1.4217, 1.0915], [1.2549, -3.6410, 1.2854], [3.6471, -6.6666, 1.8740], [3.2323, -5.1684, 2.7469], [3.6354, -5.1067, 1.0076], [-0.5435, -6.4628, 0.8864], [-2.3031, -4.8222, 0.3710], [-3.7351, -3.5037, 0.3383], [-4.0280, -1.9657, -0.5116], [-3.8624, -1.9961, 1.2408], [2.2401, -3.2930, 1.5482], [-0.4682, 0.7203, 2.7715], [-0.6649, 1.2383, 4.1523], [1.0276, 1.7122, 4.7966], [2.0538, 1.8366, 3.6865], [2.6649, 0.4845, 3.3083], [3.9567, 0.6345, 2.5254], [3.6435, 1.2109, 0.7685], [2.1760, 1.3054, 0.6008], [4.1677, -0.3609, 0.0207], [5.5236, -0.6487, -0.0200], [5.9428, -1.8654, -0.5276], [5.0103, -2.7846, -0.9897], [3.6615, -2.4733, -0.9675], [3.2351, -1.2522, -0.4692], [-1.2300, 2.9468, 3.9343], [-1.7932, 3.6204, 5.0041], [-2.2346, 4.9190, 4.8214], [-2.1160, 5.5245, 3.5793], [-1.5490, 4.8424, 2.5159], [-1.1059, 3.5448, 2.6983], [1.3071, 0.9400, 5.5120], [0.8888, 2.6492, 5.3302], [2.8433, 2.5153, 4.0177], [1.5945, 2.2829, 2.8000], [1.9428, -0.0948, 2.7208], [2.8877, -0.0808, 4.2191], [4.5010, -0.3069, 2.4790], [4.6029, 1.3888, 2.9747], [6.2375, 0.0676, 0.3550], [6.9965, -2.0965, -0.5546], [5.3408, -3.7406, -1.3649], [2.9345, -3.1829, -1.3359], [2.1847, -0.9957, -0.4305], [-1.8828, 3.1355, 5.9631], [-2.6754, 5.4551, 5.6475], [-2.4696, 6.5336, 3.4397], [-1.4471, 5.3066, 1.5469], [-0.6574, 2.9940, 1.8801], [-4.7092, 2.9052, 2.6300], [-4.6028, 3.7997, 0.9664], [-5.2046, 5.0407, 0.8207], [-5.1298, 5.7064, -0.3912], [-4.4639, 5.1267, -1.4607], [-3.8806, 3.8802, -1.3184], [-3.9419, 3.2116, -0.1037], [-3.1088, 1.2532, 0.0372], [-5.7411, 5.4661, 1.6539], [-5.5961, 6.6748, -0.4979], [-4.4099, 5.6412, -2.4083], [-3.3775, 3.4082, -2.1500], [0.2937, 0.3275, -1.8323], [0.8644, -0.7873, -2.8079], [-0.5357, -1.9197, -3.0706], [-1.7610, -1.4361, -3.4928], [-2.8414, -2.2978, -3.5574], [-2.6913, -3.6301, -3.2036], [-1.4659, -4.0994, -2.7607], [-0.3828, -3.2392, -2.6835], [0.8672, 0.0873, -4.3999], [0.9941, 1.4661, -4.3735], [1.0138, 2.1653, -5.5680], [0.9304, 1.4812, -6.7701], [0.8217, 0.0987, -6.7822], [0.7903, -0.6090, -5.5917], [-0.4590, 0.8682, -2.2572], [-1.8759, -0.3990, -3.7720], [-3.8003, -1.9219, -3.8784], [-3.5336, -4.3016, -3.2744], [-1.3490, -5.1303, -2.4650], [0.5716, -3.5910, -2.3240], [1.0738, 1.9873, -3.4301], [1.0963, 3.2416, -5.5534], [0.9519, 2.0264, -7.7014], [0.7599, -0.4327, -7.7190], [0.6966, -1.6842, -5.5854], [-0.0865, 2.9813, -0.5668]], "mulliken_spin": [0.9641, -0.0002, -0.0002, -0.0010, 0.0031, 0.0011, -0.0111, 0.0053, 0.0079, 0.0425, 0.0022, 0.0060, 0.0024, 0.0000, 0.0001, 0.0001, 0.0001, 0.0002, 0.0004, -0.0007, -0.0006, 0.0003, -0.0028, 0.0029, 0.0002, 0.0018, -0.0014, -0.0001, -0.0042, -0.0078, 0.0025, 0.0014, 0.0003, -0.0003, 0.0018, -0.0007, -0.0058, -0.0002, -0.0002, 0.0004, 0.0000, 0.0202, 0.0000, 0.0002, 0.0001, -0.0004, 0.0004, 0.0001, 0.0001, 0.0000, 0.0001, 0.0000, 0.0000, 0.0007, 0.0067, 0.0000, 0.0000, -0.0001, -0.0002, -0.0221, 0.0000, 0.0013, -0.0012, 0.0035, -0.0016, 0.0023, -0.0026, 0.0258, 0.0000, 0.0003, -0.0002, 0.0005, -0.0261, 0.0000, 0.0003, -0.0006, -0.0004, 0.0005, 0.0005, 0.0008, -0.0053, 0.0013, 0.0000, 0.0004, -0.0004, -0.0005, -0.0006, 0.0001, 0.0001, -0.0001, 0.0000, -0.0005, -0.0015, 0.0000, 0.0000, 0.0000, 0.0000, -0.0116]}



Energy above the lowest of the compared OMol25 structures with the same formula, charge and spin
In order: 51.5 45.8
Unit: kcal per mole